{
  "formula": "CH6N2O",
  "method": "ωB97M-V/def2-TZVPD",
  "symbols": ["C", "N", "O", "H", "H", "H", "N", "H", "H", "H"],
  "coordinates": [[-1.39985, -1.50047, 0.17833], [-0.35420, -0.87289, 0.44132], [0.64106, -0.94500, 1.64984], [-1.68641, -2.17791, 1.01559], [-1.65186, -1.47823, -0.83811], [0.12094, -0.33455, -0.24334], [0.94348, 1.56785, -0.58196], [1.21638, 1.46294, 0.39603], [0.35385, 2.43504, -0.89145], [1.81661, 1.84322, -1.12626]],
  "nbo_charge": [-0.09, -0.16, -0.62, 0.22, 0.20, 0.42, -1.13, 0.40, 0.38, 0.37],
  "total_charge": 0,
  "total_energy_ha": -226.3017,
  "e_homo_ev": -8.91,
  "orbital_gap_ha": 0.35540,
  "fmax_ev_per_a": 6.41
}